The following is a quantum chemistry calculation of a cluster of 2 separate species, C4H11N3O2 in total in a non-equilibrium geometry, from the Open Molecules 2025 dataset.

```
20
C4H11N3O2, DFT the ωB97M-V functional and the def2-TZVPD basis
H -0.3821 1.4361 -0.9569
N -1.0011 1.3473 -0.1156
C -0.2742 1.4103 0.9530
N -1.0282 1.3240 2.2126
N 1.0628 1.6512 1.0876
C 1.9557 1.4519 -0.0982
H -1.1385 2.3021 2.4333
H -1.9835 0.9902 1.9908
H 1.5547 1.5223 1.9637
H 1.7632 0.6060 -0.7744
H 3.0174 1.3178 0.2037
H 2.0318 2.5963 -0.6172
C -0.8880 -2.7228 -0.1548
C -0.6014 -1.8387 -1.3710
O 0.2250 -0.9506 -1.2736
O -1.1542 -1.9588 -2.6031
H -1.6755 -3.4155 -0.5458
H -1.1110 -2.0727 0.6747
H 0.0561 -3.2169 0.2334
H -0.4289 -1.7794 -3.2423
```

- SMILES string: [H]/N=C(/N)NC.CC(=O)O
- Frontier orbital gap: 9.318 eV
- Total energy: -12890.721 eV
- LUMO: 0.7 eV

Mulliken atomic charge list, values in e, 5 entries: 0.269 -0.728 0.506 -0.680 -0.180

The following is a quantum chemistry calculation of a structure of composition C30H31ErNOP2 in a non-equilibrium geometry, from the Open Molecules 2025 dataset.

```
66
C30H31ErNOP2, DFT the ωB97M-V functional and the def2-TZVPD basis
C -1.2301 3.3812 -3.0612
C -1.0455 2.0976 -2.5554
C 0.2747 1.5796 -2.4782
C 1.3900 2.3677 -2.8787
C 1.1573 3.7047 -3.3047
C -0.1375 4.1855 -3.4240
C 2.6540 1.7612 -2.8585
C 2.7391 0.3587 -2.9451
C 1.5983 -0.4037 -2.5648
C 1.6476 -1.8229 -2.5279
C 2.8485 -2.4492 -2.8496
C 3.9888 -1.7098 -3.2023
C 3.9415 -0.3282 -3.2635
H -2.2514 3.7651 -3.1427
H 2.0105 4.3140 -3.6118
H -0.3293 5.1934 -3.8011
H 3.5505 2.3752 -2.9963
H 2.8886 -3.5410 -2.8197
H 4.9125 -2.2403 -3.4485
H 4.8112 0.2611 -3.5663
N 0.5139 0.2840 -2.0237
Er 0.2886 0.0361 0.1771
C -2.2364 1.2865 -2.0815
H -2.2150 0.2726 -2.5054
H -3.1801 1.7751 -2.3697
C 0.4408 -2.6392 -2.0847
H -0.4850 -2.2425 -2.5325
H 0.5703 -3.6913 -2.3877
P -2.2401 1.1066 -0.2315
P 0.2091 -2.6384 -0.2412
C 1.6223 -3.6334 0.3337
H 1.5796 -3.6735 1.4297
H 1.5702 -4.6527 -0.0740
H 2.5658 -3.1599 0.0379
C -1.1898 -3.7956 -0.0324
H -0.9423 -4.7800 -0.4631
H -1.3939 -3.9007 1.0418
H -2.0841 -3.3865 -0.5249
C -2.4708 2.8262 0.3270
H -3.4630 3.2009 0.0427
H -2.3794 2.8401 1.4205
H -1.6987 3.4797 -0.0969
C -3.9079 0.4072 0.0348
H -4.0488 0.2264 1.1073
H -4.6814 1.1043 -0.3199
H -4.0040 -0.5492 -0.5004
C 2.6121 1.0296 -0.2529
O 2.4583 0.1099 0.5507
H 3.5391 1.3976 -0.7995
C 0.6383 1.0777 6.0894
C 1.2139 1.5486 4.8888
C 0.7524 1.0907 3.6613
C -0.3100 0.1480 3.5670
C -0.8344 -0.3452 2.3483
C -1.8936 -1.2247 2.3324
C -2.4594 -1.6963 3.5485
C -1.9618 -1.2569 4.7528
C -0.8913 -0.3288 4.8097
C -0.3960 0.1558 6.0391
H 1.0009 1.4371 7.0530
H 2.0260 2.2753 4.9347
H 1.2052 1.4611 2.7360
H -2.3250 -1.5927 1.4028
H -3.2851 -2.4111 3.5040
H -2.3818 -1.6098 5.6983
H -0.8670 -0.2184 6.9530
```

- Frontier orbital gap (spin up / spin down): 5.384 / 5.387 eV
- Net charge: +1
- 2S+1: 4
- <S²>: 3.75
- Total energy: -81342.947 eV
- LUMO (spin up / spin down): -4.4 / -4.4 eV

Mulliken atomic charge list, values in e, 5 entries: -0.623 0.393 0.035 1.770 -1.137

The following is a quantum chemistry calculation of a cluster of 12 separate species, C27H83N19O12 in total in a non-equilibrium geometry, from the Open Molecules 2025 dataset.

```
141
C27H83N19O12, DFT the ωB97M-V functional and the def2-TZVPD basis
C 12.6011 0.4719 2.1216
O 11.9365 -0.7857 2.3032
C 12.0079 -1.2368 3.6298
C 10.8581 -0.7620 4.5950
C 10.8513 0.7041 5.0154
N 10.6870 -1.5579 5.8235
H 13.4560 0.6657 2.7694
H 12.0079 1.3862 2.1070
H 13.0205 0.4510 1.1157
H 12.1510 -2.3146 3.7074
H 12.9543 -0.9381 4.0806
H 9.8800 -0.8741 4.1272
H 11.7787 1.0720 5.4543
H 9.9688 1.0160 5.5739
H 10.6581 1.1199 4.0265
H 10.3513 -2.4732 5.5595
H 9.9498 -1.1844 6.4041
C 6.2905 -10.1026 17.9712
O 6.6769 -9.0911 17.0217
C 7.0434 -7.9048 17.4873
C 7.0954 -6.9419 16.2235
C 8.0400 -7.4408 15.1556
N 7.5686 -5.6106 16.5578
H 5.5146 -10.7595 17.5782
H 5.9793 -9.7855 18.9665
H 7.1890 -10.6760 18.1997
H 6.4143 -7.4050 18.2238
H 7.9723 -8.0642 18.0350
H 6.1367 -6.8559 15.7122
H 7.7555 -8.4305 14.7983
H 9.0568 -7.6616 15.4803
H 8.1873 -6.6625 14.4069
H 6.7773 -5.0295 16.7949
H 7.8871 -5.1250 15.7314
C 6.0498 -15.4452 2.3233
O 5.2625 -14.2897 2.1292
C 5.7361 -13.2240 2.9167
C 5.1414 -13.1444 4.3540
C 3.5803 -13.0363 4.2536
N 5.5964 -11.8829 5.0270
H 7.1042 -15.1864 2.2260
H 5.8923 -16.2751 1.6344
H 5.8518 -15.7488 3.3513
H 6.7963 -12.9734 2.8791
H 5.2965 -12.3624 2.4143
H 5.4859 -14.0210 4.9027
H 3.1379 -12.8311 5.2284
H 3.3015 -14.0232 3.8845
H 3.1011 -12.4078 3.5029
H 5.4717 -11.1398 4.3544
H 5.0667 -11.6360 5.8507
C 13.6681 -13.8178 8.2798
O 14.5706 -14.8829 8.7343
C 15.6978 -14.8648 7.8688
C 17.0284 -15.0961 8.6167
C 18.2281 -15.2956 7.6762
N 17.0625 -16.3256 9.4445
H 13.2540 -14.0840 7.3074
H 14.1199 -12.8297 8.1921
H 12.7796 -13.7221 8.9040
H 15.4042 -15.6637 7.1878
H 15.8437 -14.0022 7.2186
H 17.1405 -14.3600 9.4127
H 18.3392 -16.1901 7.0632
H 19.1348 -15.2788 8.2810
H 18.2243 -14.4048 7.0480
H 17.2314 -17.1110 8.8324
H 16.2015 -16.6163 9.8853
C 7.4497 -13.9096 12.5355
O 6.5904 -14.9375 12.8657
C 5.1933 -14.7299 12.4382
C 5.1571 -15.2300 10.9631
C 3.7246 -14.9504 10.3533
N 5.4577 -16.6753 11.0021
H 8.4655 -14.1240 12.8677
H 7.1588 -13.0934 13.1968
H 7.5674 -13.6043 11.4957
H 4.4644 -15.2576 13.0533
H 4.8499 -13.6985 12.5190
H 5.9136 -14.6696 10.4136
H 3.3634 -13.9575 10.6213
H 2.9682 -15.5017 10.9120
H 3.7350 -15.1426 9.2804
H 6.2441 -16.8399 10.3901
H 6.0823 -16.8247 11.7816
N 16.7285 -1.1978 10.3623
C 15.5656 -0.6560 9.9183
N 14.5663 -1.5174 9.9975
O 15.4425 0.5350 9.7445
H 16.8972 -2.1752 10.5526
H 17.5283 -0.5818 10.3944
H 14.7922 -2.4986 9.9184
H 13.6162 -1.2387 9.7978
N 10.3566 -7.4092 9.3403
C 9.6157 -7.7767 8.3649
N 9.3742 -9.0860 8.4666
O 9.1276 -6.9542 7.5299
H 10.6996 -8.1050 9.9871
H 10.4301 -6.4205 9.5328
H 8.8223 -9.5507 7.7598
H 9.9324 -9.6971 9.0454
N 3.9122 -6.0078 5.4858
C 3.3468 -4.8336 5.8598
N 4.0274 -3.8449 5.4501
O 2.2358 -4.7212 6.3936
H 4.8484 -6.0800 5.1136
H 3.3128 -6.7252 5.8681
H 4.7993 -4.0282 4.8250
H 3.6299 -2.9195 5.5257
N 5.7589 -3.7601 10.9268
C 5.9868 -2.8064 11.8593
N 4.9096 -2.4457 12.5762
O 7.0830 -2.2630 12.0222
H 4.9116 -4.3033 11.0110
H 6.4238 -3.9518 10.1911
H 4.9926 -1.5781 13.0866
H 4.0075 -2.7979 12.2893
N 14.8180 -9.3923 13.1562
C 13.9344 -10.3709 13.0576
N 14.3958 -11.4928 13.4841
O 12.9175 -10.3238 12.4015
H 15.5872 -9.5666 13.7871
H 14.8004 -8.5725 12.5665
H 13.9362 -12.3225 13.1371
H 15.3104 -11.5090 13.9123
N 15.0609 -6.8478 7.1193
C 15.9682 -6.8804 8.0538
N 17.0682 -7.4930 7.7285
O 15.8993 -6.3434 9.1728
H 14.2362 -6.2962 7.3086
H 14.9194 -7.3258 6.2409
H 17.1362 -7.9975 6.8562
H 17.8779 -7.6428 8.3134
N 8.8999 -8.1170 2.7875
C 8.3496 -7.4208 1.8972
N 8.0052 -6.2888 2.3245
O 8.1769 -7.9106 0.7806
H 8.7764 -7.6811 3.6902
H 9.3972 -8.9647 2.5549
H 7.4069 -5.6799 1.7846
H 8.6497 -5.7874 2.9190
```

- SMILES string: COC[C@H](C)N.COC[C@H](C)N.COC[C@H](C)N.COC[C@H](C)N.COC[C@H](C)N.NC(N)=O.NC(N)=O.NC(N)=O.NC(N)=O.NC(N)=O.NC(N)=O.NC(N)=O
- Frontier orbital gap: 8.980 eV
- Total energy: -82223.754 eV
- LUMO: -0.3 eV

Mulliken atomic charge list, values in e, 5 entries: -0.745 -0.363 -0.690 0.615 -1.378

The following is a quantum chemistry calculation of a cluster of 2 separate species, C2H4F2O3 in total in a non-equilibrium geometry, from the Open Molecules 2025 dataset.

```
11
C2H4F2O3, DFT the ωB97M-V functional and the def2-TZVPD basis
C -0.0611 0.4651 0.1625
C 1.2171 -1.1166 -0.3691
O 0.3216 0.8626 1.3596
O -2.1835 0.5047 -0.8131
O -1.3228 -0.0354 0.1795
F 2.1216 -0.5548 -1.2677
F 1.8973 -1.3916 0.7333
H 0.1791 1.2913 -0.5394
H 0.7613 -1.8551 -0.9708
H -0.3991 0.5255 1.9565
H -2.5315 1.3043 -0.4313
```

- Frontier orbital gap: 9.546 eV
- Total energy: -13711.064 eV
- LUMO: 0.5 eV

Mulliken atomic charge list, values in e, 5 entries: 0.069 0.230 -0.427 -0.340 -0.253

The following is a quantum chemistry calculation of a cluster of 2 separate species, C10H16 in total in a non-equilibrium geometry, from the Open Molecules 2025 dataset.

```
26
C10H16, DFT the ωB97M-V functional and the def2-TZVPD basis
C 0.5954 1.5357 -1.3875
C -0.5208 2.5654 -1.5973
C 2.0393 1.9107 -1.8722
H 0.6061 1.1446 -0.3394
H 0.3697 0.6715 -1.9614
H -1.1807 2.4635 -0.6957
H 1.9676 1.9628 -2.9839
H 2.3123 2.9208 -1.5140
H -0.9588 2.3837 -2.5547
H -0.2006 3.6509 -1.4980
H 2.6299 1.0020 -1.6577
C 1.2561 -1.7683 2.6331
C -2.2549 -0.8617 1.2230
C -2.1202 -1.2305 -0.1209
C -1.1066 -0.9510 2.0955
C 0.0954 -1.4953 1.6307
C -0.9909 -1.9381 -0.5561
C 0.0484 -2.0979 0.3979
H -3.0373 -0.2262 1.5101
H -2.9093 -0.9889 -0.8329
H -1.1856 -0.6781 3.1146
H -0.7717 -2.2255 -1.5431
H 1.0440 -0.9781 3.3781
H 2.0529 -1.6399 2.0008
H 1.1154 -2.4072 -0.0220
H 1.1048 -2.7250 3.1528
```

- Frontier orbital gap (spin up / spin down): 9.222 / 5.259 eV
- Net charge: +1
- 2S+1: 2
- <S²>: 0.77
- Total energy: -10619.069 eV
- LUMO (spin up / spin down): -4.7 / -8.7 eV

Mulliken atomic charge list, values in e, 5 entries: 0.123 -1.032 -1.162 0.072 0.192

The following is a quantum chemistry calculation of a cluster of 2 separate species, C12H17N in total in a non-equilibrium geometry, from the Open Molecules 2025 dataset.

```
30
C12H17N, DFT the ωB97M-V functional and the def2-TZVPD basis
C -2.6475 -0.4712 -2.0377
C -1.3796 0.2550 -1.5709
C -0.0560 -0.0269 -1.7541
N 0.9158 0.7040 -1.0620
C 0.1145 1.5945 -0.3159
C 0.4252 2.6478 0.5572
C -0.6376 3.2248 1.3072
C -1.9215 2.8234 1.0369
C -2.3453 1.8944 0.0407
C -1.2823 1.3150 -0.6166
H -3.3131 -0.7214 -1.1443
H -2.2535 -1.3765 -2.5885
H -3.1869 0.1957 -2.7709
H 0.2701 -0.6894 -2.5344
H 1.8372 0.4088 -0.9446
H 1.3764 3.1645 0.7888
H -0.4534 3.8024 2.2726
H -2.6518 3.2504 1.6853
H -3.4120 1.5235 -0.0628
C 3.0400 -1.6558 1.1940
C 1.5965 -2.1495 1.4227
C 0.9545 -2.6729 0.1214
H 3.4527 -1.7946 0.1496
H 3.6018 -2.0264 2.0408
H 3.0273 -0.5666 1.3814
H 1.5818 -2.8136 2.2059
H 0.9521 -1.2636 1.7581
H 1.2464 -3.7452 0.0655
H -0.1313 -2.6283 0.1483
H 1.2795 -2.2023 -0.7734
```

- SMILES string: Cc1c[nH]c2ccccc12.CCC
- Frontier orbital gap: 8.724 eV
- Total energy: -14208.317 eV
- LUMO: 0.9 eV

Mulliken atomic charge list, values in e, 5 entries: -1.300 0.536 -0.808 -0.048 -0.430

The following is a quantum chemistry calculation of a cluster of 2 separate species, C4H10S in total in a non-equilibrium geometry, from the Open Molecules 2025 dataset.

```
15
C4H10S, DFT the ωB97M-V functional and the def2-TZVPD basis
C 1.4760 -1.2200 0.2531
C 1.9496 0.2013 0.5535
C 1.6612 0.2746 -0.8654
S -1.1886 0.3324 0.4988
C -2.4877 0.2567 -0.7557
H 2.2845 -1.8561 -0.2241
H 1.4562 -1.7185 1.2915
H 0.4899 -1.3918 -0.1267
H 2.9892 0.2401 0.7978
H 1.3164 0.8158 1.1908
H 0.6822 0.6678 -1.2106
H 2.4365 0.0817 -1.6412
H -2.2697 -0.5252 -1.5533
H -3.4210 0.0323 -0.2857
H -2.5412 1.2600 -1.3318
```

- Frontier orbital gap: 4.707 eV
- Total energy: -15140.218 eV
- LUMO: -1.6 eV

Mulliken atomic charge list, values in e, 5 entries: -0.934 -0.272 -0.066 -0.540 -0.745

The following is a quantum chemistry calculation of the molecule C4H9NO2, from the Open Molecules 2025 dataset.

```
16
C4H9NO2, DFT the ωB97M-V functional and the def2-TZVPD basis
C -1.2615 -1.9442 -0.0171
N -0.2090 -1.0543 0.4421
C -0.6488 0.2965 0.6173
O 0.3016 1.0959 1.2805
C 1.3908 1.4158 0.4374
C 1.0674 1.2266 -1.0526
O 1.2801 0.1746 -1.6176
H -1.6176 -1.7335 -1.0407
H -0.8960 -2.9745 0.0141
H -2.1198 -1.8736 0.6602
H 0.5529 -1.0562 -0.2354
H -1.5717 0.3149 1.2040
H -0.8385 0.8143 -0.3570
H 1.6650 2.4558 0.6484
H 2.2463 0.7581 0.6352
H 0.6588 2.0839 -1.6187
```

- SMILES string: CNCOCC=O
- Frontier orbital gap: 9.590 eV
- Total energy: -9877.355 eV
- LUMO: 0.5 eV

Mulliken atomic charge list, values in e, 5 entries: -0.915 -0.320 -0.628 -0.426 -0.312

The following is a quantum chemistry calculation of a cluster of 4 separate species, C32H54BF9IO2 in total in a non-equilibrium geometry, from the Open Molecules 2025 dataset.

```
99
C32H54BF9IO2, DFT the ωB97M-V functional and the def2-TZVPD basis
C 3.4117 -2.2750 3.5891
O 2.4919 -2.3304 2.5368
C 1.5412 -1.2717 2.6191
B 0.4929 -1.2415 1.3684
I -0.0412 -3.4248 0.9406
C 1.0860 -0.6421 -0.0531
C 2.5720 -0.6537 -0.1783
O 3.1923 -1.5092 -0.7655
C 3.3359 0.4761 0.4630
C 4.4518 0.1220 1.2319
C 5.1926 1.1016 1.8885
C 4.8127 2.4355 1.7682
C 3.7152 2.7968 0.9887
C 2.9685 1.8122 0.3401
C -0.9230 -0.5280 1.8143
F -1.3978 -0.9540 3.0240
F -1.9178 -0.8392 0.9145
C -0.8890 1.0293 1.8293
F 0.3595 1.5060 2.0200
F -1.3124 1.4900 0.6341
C -1.7961 1.7081 2.8943
F -2.9898 1.1310 2.9948
F -2.0186 2.9816 2.4776
C -1.1223 1.8477 4.2985
F -2.0683 1.9723 5.2289
F -0.3525 0.8271 4.6029
F -0.3937 2.9581 4.3429
H 3.9183 -1.3081 3.6615
H 4.1731 -3.0314 3.3952
H 2.9293 -2.5407 4.5368
H 2.0696 -0.3165 2.7398
H 0.9805 -1.4203 3.5543
H 0.7225 -1.2725 -0.8608
H 0.7357 0.3679 -0.2770
H 4.7180 -0.9209 1.3130
H 6.0333 0.8121 2.5016
H 5.3771 3.1928 2.2946
H 3.4174 3.8312 0.9042
H 2.0994 2.0618 -0.2509
C -2.2572 5.9836 3.9670
C -3.5842 6.7353 3.9101
C -4.1789 6.8063 2.5044
C -3.3201 7.5482 1.4792
C -2.9787 8.9908 1.8487
C -4.2039 9.8916 1.9773
H -1.4884 6.4739 3.3674
H -1.8894 5.9318 4.9931
H -2.3742 4.9645 3.6019
H -3.4572 7.7420 4.3200
H -4.3027 6.2311 4.5620
H -5.1669 7.2736 2.5605
H -4.3492 5.7888 2.1403
H -3.8449 7.5429 0.5185
H -2.3913 6.9959 1.3146
H -2.3221 9.3989 1.0754
H -2.4057 9.0170 2.7794
H -4.7718 9.9101 1.0446
H -3.9078 10.9164 2.2084
H -4.8697 9.5558 2.7736
C -2.3078 -3.5992 -1.8094
C -3.7768 -4.0118 -1.8296
C -4.3876 -4.0686 -3.2304
C -4.4000 -2.7337 -3.9765
C -5.1296 -1.6016 -3.2560
C -6.6143 -1.8784 -3.0366
H -2.1672 -2.5915 -2.2080
H -1.9050 -3.5977 -0.7863
H -1.7021 -4.2898 -2.4034
H -4.3533 -3.3324 -1.1948
H -3.8693 -5.0027 -1.3752
H -5.4094 -4.4575 -3.1608
H -3.8314 -4.7956 -3.8314
H -4.8633 -2.8869 -4.9582
H -3.3723 -2.4196 -4.1758
H -5.0264 -0.6898 -3.8512
H -4.6496 -1.3947 -2.2967
H -7.1228 -2.0519 -3.9883
H -7.0971 -1.0295 -2.5493
H -6.7714 -2.7523 -2.4029
C 5.9770 -5.9947 -5.7300
C 4.5805 -5.8482 -5.1322
C 4.3431 -4.4957 -4.4622
C 5.2535 -4.1965 -3.2706
C 5.1913 -5.2236 -2.1414
C 3.8105 -5.3273 -1.5006
H 6.7515 -5.9250 -4.9649
H 6.0884 -6.9631 -6.2221
H 6.1642 -5.2176 -6.4745
H 4.3995 -6.6585 -4.4211
H 3.8422 -5.9732 -5.9296
H 3.2992 -4.4370 -4.1445
H 4.4743 -3.7033 -5.2069
H 4.9853 -3.2153 -2.8689
H 6.2894 -4.1077 -3.6148
H 5.9147 -4.9341 -1.3743
H 5.5083 -6.2079 -2.5028
H 3.4955 -4.3617 -1.1003
H 3.8218 -6.0421 -0.6762
H 3.0550 -5.6624 -2.2134
```

- Frontier orbital gap: 7.576 eV
- Net charge: -1
- Total energy: -71393.778 eV
- LUMO: 2.5 eV

Mulliken atomic charge list, values in e, 5 entries: -0.903 -0.086 -1.459 0.832 -0.301